Formula: C7H8O
Source: OMol25
Level of theory: wB97M-V/def2-TZVPD

Values from the calculation:
relative energy (zero: lowest compared OMol25 entry of this formula, charge and spin) = 689.36 kJ/mol
2S+1 = 1
charge = 0
E_tot = -346.51295 Ha
frontier orbital gap = 9.306 eV

CARTESIAN COORDINATES (ANGSTROEM)
C  -0.74  -0.15  -0.37
C  -0.60  0.77  0.82
C  1.06  0.62  0.88
C  0.91  -0.98  1.12
C  0.06  -1.37  0.26
C  1.40  0.84  -0.41
C  0.24  0.77  -1.18
H  -2.55  -1.46  -0.69
H  -0.55  1.86  0.41
H  -1.39  0.75  1.85
H  1.54  1.15  1.60
H  1.67  -1.36  1.62
H  -0.14  -2.27  -0.46
H  2.39  1.54  -0.50
H  0.36  0.88  -2.27
O  -1.91  -0.51  -1.03

Results of the Löwdin charge analysis, in e, for atoms 1 through 6:
1 C -0.53
2 C -0.09
3 C -0.26
4 C -0.02
5 C -0.05
6 C -0.13

=====

Formula: C29H49F12N2O24P2
Source: OMol25
Level of theory: wB97M-V/def2-TZVPD

Values from the calculation:
relative energy (zero: lowest compared OMol25 entry of this formula, charge and spin) = 23.76 kJ/mol
2S+1 = 1
charge = -1
E_tot = -4931.20303 Ha
frontier orbital gap = 8.674 eV

CARTESIAN COORDINATES (ANGSTROEM)
P  0.95  -0.46  -0.81
F  -0.73  -0.54  -0.74
F  1.11  -0.36  0.77
F  1.00  -2.14  -0.77
F  2.60  -0.35  -0.90
F  0.84  -0.54  -2.42
F  0.84  1.20  -0.89
C  -2.81  4.37  4.02
C  -2.61  4.91  2.63
C  -2.05  3.75  1.76
O  -1.81  4.33  0.49
C  -1.01  3.55  -0.38
N  -3.98  5.32  2.17
H  -1.89  4.36  4.59
H  -3.17  3.34  4.01
H  -3.45  4.96  4.67
H  -1.98  5.79  2.76
H  -2.68  2.86  1.73
H  -1.10  3.54  2.25
H  -1.54  2.62  -0.62
H  -0.07  3.34  0.14
H  -0.74  4.10  -1.28
H  -4.01  5.27  1.16
H  -4.65  4.61  2.43
C  -4.99  2.88  -0.42
C  -5.78  2.24  0.68
C  -5.32  0.77  0.97
O  -5.14  0.07  -0.31
C  -3.93  -0.69  -0.48
N  -5.78  3.00  1.94
H  -5.03  2.38  -1.38
H  -3.98  2.75  -0.01
H  -5.28  3.92  -0.59
H  -6.78  2.11  0.26
H  -6.06  0.21  1.55
H  -4.45  0.81  1.63
H  -3.87  -1.14  -1.48
H  -4.06  -1.42  0.32
H  -3.07  -0.07  -0.26
H  -6.07  2.37  2.68
H  -6.56  3.65  1.97
C  6.00  -3.46  1.16
O  4.70  -3.51  1.47
P  3.96  -4.95  1.50
O  4.70  -5.99  2.18
O  3.58  -5.23  -0.06
C  2.64  -6.28  -0.30
O  2.51  -4.69  2.21
C  1.73  -3.51  1.98
H  6.49  -2.89  1.95
H  6.18  -2.96  0.21
H  6.60  -4.38  1.20
H  2.95  -7.19  -0.81
H  1.96  -5.83  -1.02
H  1.98  -6.67  0.48
H  2.24  -2.74  1.39
H  1.46  -3.03  2.92
H  0.81  -3.86  1.52
C  3.56  2.84  -1.68
C  3.51  2.04  -2.91
O  4.67  2.38  -3.61
C  5.42  3.22  -2.85
O  6.53  3.67  -3.23
O  4.80  3.47  -1.68
F  2.42  2.36  -3.59
H  3.44  2.32  -0.73
H  2.74  3.56  -1.68
H  3.39  0.97  -2.74
C  2.39  2.62  2.29
C  2.59  4.12  2.27
O  1.65  4.52  3.24
C  1.25  3.48  4.03
O  0.66  3.57  5.10
O  1.65  2.36  3.47
F  2.17  4.56  1.04
H  3.34  2.09  2.32
H  1.80  2.33  1.42
H  3.60  4.51  2.39
C  -1.46  -3.40  -2.23
C  -1.01  -4.78  -2.41
O  -0.92  -5.24  -1.11
C  -1.69  -4.43  -0.31
O  -1.97  -4.56  0.91
O  -2.02  -3.36  -0.98
F  0.23  -4.72  -3.09
H  -2.24  -3.29  -2.98
H  -0.64  -2.68  -2.26
H  -1.73  -5.38  -2.97
C  -0.61  -0.18  3.13
C  -1.30  -1.29  2.32
O  -2.69  -1.13  2.59
C  -2.88  -0.26  3.64
O  -3.97  0.04  4.24
O  -1.70  0.20  4.02
F  -1.02  -2.49  2.80
H  -0.10  0.59  2.56
H  0.03  -0.70  3.84
H  -1.14  -1.35  1.25
C  4.01  -2.43  -2.21
C  3.40  -3.53  -3.01
O  4.42  -4.51  -3.08
C  5.59  -3.81  -2.96
O  6.58  -4.35  -3.31
O  5.38  -2.58  -2.43
F  3.13  -3.14  -4.28
H  3.63  -2.62  -1.20
H  3.69  -1.44  -2.55
H  2.50  -3.96  -2.56
C  -0.95  1.15  -4.15
C  -2.18  0.95  -3.33
O  -2.76  -0.07  -4.07
C  -1.87  -0.80  -4.62
O  -2.04  -1.99  -4.97
O  -0.73  -0.10  -4.69
F  -2.96  2.02  -3.42
H  -0.09  1.43  -3.53
H  -1.02  1.89  -4.95
H  -1.91  0.78  -2.29

Results of the Löwdin charge analysis, in e, for atoms 1 through 6:
1 P 0.32
2 F -0.19
3 F -0.13
4 F -0.16
5 F -0.17
6 F -0.14

=====

Formula: C2NO2S2
Source: OMol25
Level of theory: wB97M-V/def2-TZVPD

Values from the calculation:
relative energy (zero: lowest compared OMol25 entry of this formula, charge and spin) = 262.03 kJ/mol
2S+1 = 1
charge = -1
E_tot = -1077.83681 Ha
frontier orbital gap (alpha / beta) = 7.635 / 7.634 eV

CARTESIAN COORDINATES (ANGSTROEM)
C  1.10  0.34  -0.02
C  -1.07  -0.24  0.01
N  -0.16  0.67  -0.01
O  2.11  0.97  -0.03
O  -2.72  0.09  0.01
S  1.30  -1.62  -0.02
S  -0.72  -1.92  0.02

Results of the Löwdin charge analysis, in e, for atoms 1 through 6:
1 C -0.80
2 C -0.73
3 N 0.03
4 O -0.01
5 O -0.43
6 S 0.42